{"formula": "C23H44CrN3O2P2", "method": "ωB97M-V/def2-TZVPD", "s2": 3.831, "lumo_ev": [-6.2691, -8.0454], "spin_multiplicity": 4, "gap_ev": [8.9, 7.1], "total_charge": 2, "species": ["Cr", "P", "P", "N", "C", "H", "H", "C", "H", "H", "C", "H", "H", "C", "H", "H", "C", "C", "H", "H", "H", "C", "C", "H", "H", "H", "C", "C", "H", "H", "H", "C", "C", "H", "H", "H", "C", "O", "C", "H", "H", "H", "C", "H", "H", "H", "C", "H", "H", "H", "C", "H", "H", "H", "H", "H", "H", "H", "H", "H", "N", "C", "O", "C", "C", "C", "N", "C", "C", "H", "H", "H", "H", "H", "H"], "xyz": [[0.00870, -0.00429, 0.03230], [-0.07327, -2.33828, -0.35379], [-0.08294, 2.35509, -0.11486], [-0.02471, 0.09611, -1.99210], [-0.04326, -2.39461, -2.19555], [0.65400, -3.18726, -2.56227], [-1.04227, -2.59206, -2.58020], [0.41593, -1.04517, -2.76224], [1.52181, -0.92984, -2.79351], [0.08758, -0.94215, -3.82046], [0.40854, 1.31392, -2.64558], [0.07610, 1.30782, -3.70609], [1.51417, 1.19915, -2.68576], [-0.05970, 2.59120, -1.94282], [-1.05981, 2.81757, -2.30343], [0.63314, 3.41756, -2.22936], [1.40200, 3.26824, 0.50490], [1.69464, 2.96030, 1.97627], [2.55655, 3.56476, 2.30048], [1.94379, 1.91100, 2.14138], [0.84781, 3.22488, 2.62284], [-1.60578, 3.23504, 0.44568], [-1.64815, 3.45656, 1.95954], [-2.65891, 3.76533, 2.25107], [-0.96537, 4.25580, 2.27943], [-1.41999, 2.53979, 2.51510], [-1.59850, -3.26719, 0.10953], [-1.64512, -3.63577, 1.59426], [-2.65770, -3.96703, 1.85245], [-1.41348, -2.77973, 2.23804], [-0.96713, -4.46620, 1.83429], [1.40975, -3.31798, 0.16870], [1.70359, -3.16271, 1.66365], [2.56090, -3.80338, 1.92609], [0.85432, -3.48487, 2.28038], [1.96064, -2.13730, 1.93307], [1.84174, -0.02394, 0.32399], [3.03323, -0.03441, 0.42822], [-1.92327, 4.54125, -0.29290], [-1.21637, 5.34334, -0.05089], [-1.94374, 4.43394, -1.38051], [-2.91737, 4.89802, 0.00578], [-1.91570, -4.49436, -0.75446], [-2.91028, -4.87768, -0.49243], [-1.93479, -4.28073, -1.82612], [-1.20964, -5.31636, -0.59017], [1.37801, -4.79421, -0.23902], [2.37614, -5.22115, -0.06394], [0.67264, -5.36755, 0.37640], [1.13837, -4.94002, -1.29974], [1.37386, 4.77761, 0.24805], [0.67077, 5.28697, 0.91958], [2.37361, 5.18072, 0.46361], [1.13236, 5.02936, -0.79231], [2.21744, 2.83038, -0.08926], [2.22776, -2.82620, -0.37825], [-2.40152, 2.51615, 0.18632], [-2.39092, -2.52433, -0.08030], [-1.15779, 0.11768, -1.61470], [-1.67798, -0.06226, -0.79233], [-1.38696, -0.43209, 6.98555], [-2.31288, -0.35926, 6.02627], [-3.54410, -0.35431, 6.21765], [-1.75285, -0.26504, 4.63762], [-2.62950, -0.18959, 3.53919], [-2.14527, -0.10895, 2.23287], [-0.81165, -0.09681, 1.95553], [0.04662, -0.16574, 3.01248], [-0.38402, -0.24670, 4.33480], [-1.73781, -0.52767, 7.94976], [-0.38222, -0.49233, 6.86711], [-3.71605, -0.19482, 3.69780], [-2.80308, -0.05114, 1.34736], [1.12281, -0.15614, 2.78121], [0.38714, -0.29421, 5.11366]], "mulliken_charge": [-1.17, 2.14, 2.09, 0.02, -1.06, 0.34, 0.46, -1.09, 0.46, 0.48, -1.10, 0.46, 0.49, -1.06, 0.46, 0.36, 0.12, -1.03, 0.52, 0.03, 0.19, 0.47, -1.59, 0.52, 0.28, 0.25, 0.41, -1.61, 0.52, 0.25, 0.28, 0.09, -1.02, 0.52, 0.19, 0.04, 0.07, -0.26, -1.45, 0.25, 0.32, 0.47, -1.43, 0.47, 0.32, 0.25, -1.57, 0.48, 0.28, 0.34, -1.57, 0.28, 0.48, 0.34, 0.48, 0.48, 0.30, 0.30, 0.30, -0.07, -0.25, 0.24, -0.60, 0.93, -1.28, -0.71, 2.69, -1.00, -1.28, 0.28, 0.13, 0.58, 0.20, 0.29, 0.20]}



{"formula": "C20H28N3O4", "method": "ωB97M-V/def2-TZVPD", "de_lowest_ev": 0.000, "lumo_ev": -2.9970, "gap_ev": 7.8, "total_charge": 1, "smiles": "CCOC(=O)c1cnc2ccc(OCC)cc2c1NCC[NH+]1CCOCC1", "species": ["C", "C", "O", "C", "O", "C", "C", "N", "C", "C", "C", "C", "O", "C", "C", "C", "C", "C", "N", "C", "C", "N", "C", "C", "O", "C", "C", "H", "H", "H", "H", "H", "H", "H", "H", "H", "H", "H", "H", "H", "H", "H", "H", "H", "H", "H", "H", "H", "H", "H", "H", "H", "H", "H", "H"], "xyz": [[4.77472, -2.02397, -1.55726], [4.63197, -0.74648, -0.74415], [3.51404, 0.02258, -1.20429], [2.35837, -0.08173, -0.59916], [2.19072, -0.80489, 0.39746], [1.30182, 0.71536, -1.22232], [1.42061, 1.02845, -2.60279], [0.51209, 1.64886, -3.28215], [-0.56429, 2.13923, -2.63637], [-1.49720, 2.89690, -3.37406], [-2.54249, 3.50495, -2.74937], [-2.70214, 3.41843, -1.34286], [-3.71699, 4.15356, -0.85500], [-3.99477, 4.18327, 0.53426], [-4.78628, 2.96399, 0.99610], [-1.83174, 2.64164, -0.60753], [-0.77189, 1.96049, -1.23953], [0.15700, 1.14008, -0.53872], [-0.03566, 0.85661, 0.80975], [-1.19417, 0.12049, 1.25058], [-1.19422, -1.35717, 0.80506], [0.02715, -2.08944, 1.19757], [0.15515, -2.28799, 2.65842], [1.48341, -2.99344, 2.95429], [1.55010, -4.22989, 2.29390], [1.45872, -4.06167, 0.90447], [0.12814, -3.40375, 0.52310], [5.65665, -2.56363, -1.22632], [4.88355, -1.78620, -2.61197], [3.90364, -2.66448, -1.43162], [5.49861, -0.09880, -0.88580], [4.50543, -0.96745, 0.32018], [2.29068, 0.69331, -3.14844], [-1.33584, 2.99670, -4.43489], [-3.25539, 4.10386, -3.29315], [-4.59746, 5.08446, 0.66938], [-3.06864, 4.29778, 1.10971], [-4.22673, 2.04505, 0.83443], [-5.01518, 3.05731, 2.05358], [-5.71741, 2.89896, 0.43987], [-1.89685, 2.60757, 0.46733], [0.81796, 0.56113, 1.26762], [-2.09345, 0.56519, 0.82255], [-1.25952, 0.20185, 2.33758], [-1.26075, -1.38711, -0.28577], [-2.06790, -1.86341, 1.22209], [0.87873, -1.51621, 0.87300], [0.12981, -1.32631, 3.16908], [-0.67834, -2.90619, 3.00208], [1.56814, -3.20530, 4.02054], [2.31785, -2.34682, 2.64485], [1.52832, -5.05647, 0.46336], [2.29130, -3.44191, 0.53944], [0.07426, -3.26398, -0.55732], [-0.70364, -4.03337, 0.84923]], "mulliken_charge": [-1.04, -0.24, -0.32, 0.57, -0.83, 0.41, -1.00, -0.62, -0.61, -0.54, -0.65, 0.26, -0.44, -0.46, -0.83, 0.19, 0.00, 0.51, -0.23, -0.66, -1.09, 0.85, -0.33, -0.54, -0.42, -0.43, -0.55, 0.38, 0.34, 0.24, 0.38, 0.26, 0.52, 0.50, 0.46, 0.34, 0.35, 0.15, 0.35, 0.33, 0.92, 0.46, 0.26, 0.47, 0.39, 0.47, -0.34, 0.35, 0.34, 0.43, 0.22, 0.41, 0.27, 0.44, 0.36]}



{"formula": "C49H63N4O3S4ScSiTe", "method": "ωB97M-V/def2-TZVPD", "de_lowest_ev": 0.819, "lumo_ev": 3.6273, "gap_ev": 4.6, "total_charge": -2, "species": ["Sc", "C", "C", "C", "C", "N", "C", "C", "C", "C", "C", "C", "N", "C", "C", "C", "C", "C", "N", "H", "H", "H", "H", "H", "H", "H", "H", "H", "H", "H", "S", "C", "C", "C", "C", "C", "C", "S", "H", "H", "H", "H", "C", "C", "C", "C", "O", "Si", "S", "O", "C", "C", "C", "C", "O", "C", "C", "C", "C", "H", "H", "H", "H", "H", "H", "H", "H", "H", "H", "H", "H", "H", "H", "H", "H", "H", "H", "H", "H", "H", "H", "H", "H", "H", "H", "H", "Te", "C", "C", "C", "C", "S", "H", "H", "H", "C", "C", "C", "C", "C", "C", "C", "C", "N", "C", "C", "C", "C", "H", "H", "H", "H", "H", "H", "H", "H", "H", "H", "H", "H", "H", "H", "H", "H", "H", "H"], "xyz": [[0.78141, -0.85159, -0.12344], [-1.82695, -4.55579, 1.03528], [-2.56581, -4.82614, -0.09987], [-2.31304, -4.09931, -1.25375], [-1.32471, -3.12186, -1.22059], [-0.64563, -2.82584, -0.10830], [-0.88584, -3.53714, 0.99512], [-0.95060, -2.34552, -2.44128], [-1.49610, -2.64383, -3.68844], [-1.07908, -1.92188, -4.78958], [-0.14697, -0.91355, -4.62399], [0.33968, -0.65151, -3.34813], [-0.04263, -1.37498, -2.28682], [1.28727, 0.47326, -3.09595], [1.77175, 1.25178, -4.13227], [2.60810, 2.31736, -3.82536], [2.92288, 2.55416, -2.50634], [2.41987, 1.70961, -1.51751], [1.61453, 0.68627, -1.81026], [-1.99139, -5.07680, 1.96762], [-3.34008, -5.58284, -0.09440], [-2.87982, -4.29452, -2.14959], [-0.31126, -3.27171, 1.87245], [-2.22585, -3.42844, -3.79834], [-1.47810, -2.14180, -5.77135], [0.18251, -0.33236, -5.47069], [1.51326, 1.04839, -5.15934], [2.99701, 2.94590, -4.61655], [3.56887, 3.36881, -2.21310], [2.68608, 1.80845, -0.47187], [4.80216, 0.52990, 0.86952], [4.06599, 0.51823, 2.45580], [4.86397, 0.33198, 3.60147], [4.36936, 0.40690, 4.88916], [3.02349, 0.67842, 5.10578], [2.19751, 0.82906, 4.00119], [2.68723, 0.72871, 2.70008], [1.55125, 1.03454, 1.36845], [5.91850, 0.14630, 3.43519], [5.04198, 0.26363, 5.72971], [2.61679, 0.75202, 6.10705], [1.13840, 1.00862, 4.13185], [-3.57659, 3.37661, -4.29904], [-2.36192, 3.74899, -3.45504], [-1.14841, 2.94262, -3.91021], [-2.06116, 5.24161, -3.56157], [-2.70937, 3.46946, -2.12048], [-1.77866, 2.93482, -0.83218], [-1.36465, 0.95654, -0.94808], [-0.45451, 3.92111, -0.79574], [-0.00221, 4.87127, 0.15056], [-0.01814, 4.29345, 1.56069], [-0.88186, 6.11306, 0.05447], [1.42806, 5.20586, -0.25406], [-2.67289, 3.39043, 0.47900], [-3.98547, 3.06469, 0.91585], [-3.92637, 3.05043, 2.43728], [-4.44108, 1.70208, 0.40749], [-4.91423, 4.16340, 0.40917], [-3.40473, 3.58916, -5.35674], [-4.44965, 3.93919, -3.96480], [-3.78756, 2.31415, -4.18069], [-0.92726, 3.16210, -4.95845], [-1.33946, 1.87595, -3.78753], [-0.27289, 3.18980, -3.30959], [-1.81050, 5.52381, -4.58740], [-1.22155, 5.48728, -2.91346], [-2.92707, 5.82065, -3.23721], [-1.03126, 4.03526, 1.86258], [0.38195, 5.03299, 2.25792], [0.58920, 3.38797, 1.61738], [-1.91990, 5.84915, 0.25725], [-0.82154, 6.54612, -0.94421], [-0.55964, 6.86248, 0.78121], [2.06032, 4.33020, -0.12663], [1.82630, 6.01107, 0.36680], [1.45933, 5.51577, -1.29985], [-3.24721, 2.26583, 2.77200], [-4.91455, 2.86584, 2.86236], [-3.55932, 4.01089, 2.80374], [-3.75627, 0.92315, 0.73895], [-4.47324, 1.68174, -0.68230], [-5.44153, 1.49146, 0.79450], [-4.60194, 5.13012, 0.80783], [-5.94403, 3.97182, 0.71928], [-4.87169, 4.20911, -0.67888], [-1.27532, -0.49395, 2.40864], [-2.68083, -1.99610, 3.00626], [-3.85585, -2.38654, 2.41165], [-4.56390, -3.39985, 3.11421], [-3.92437, -3.78534, 4.25692], [-2.46634, -2.90507, 4.44679], [-4.19964, -1.94099, 1.48902], [-5.50963, -3.81313, 2.79225], [-4.23815, -4.52065, 4.97704], [2.35328, -6.85941, 1.94962], [2.16580, -5.36717, 2.05243], [1.85876, -4.78064, 3.27114], [1.74148, -3.39703, 3.37595], [1.44214, -2.75038, 4.69767], [1.91819, -2.61513, 2.24009], [2.21055, -3.17596, 0.98676], [2.33820, -4.57579, 0.92490], [2.34966, -2.32184, -0.11332], [3.36295, -2.70027, -1.12448], [4.63036, -3.28101, -0.46076], [2.80622, -3.67081, -2.18703], [3.80311, -1.44438, -1.87540], [1.72863, -7.38703, 2.67231], [3.39166, -7.14044, 2.14562], [2.10033, -7.22082, 0.95210], [1.73976, -5.40037, 4.15434], [2.05584, -3.18352, 5.49049], [0.39176, -2.89588, 4.96416], [1.62966, -1.68391, 4.66007], [1.90545, -1.53577, 2.34209], [2.53711, -5.07019, -0.00961], [4.56378, -4.34915, -0.25648], [4.82522, -2.75149, 0.47166], [5.48739, -3.12139, -1.11692], [2.42977, -4.59616, -1.76241], [3.58362, -3.92422, -2.91521], [1.98194, -3.19687, -2.72701], [4.02769, -0.64655, -1.16633], [3.02964, -1.12022, -2.56894], [4.69326, -1.65898, -2.47103]], "mulliken_charge": [-0.81, -0.99, -1.10, -0.92, 0.21, 1.87, -0.86, -0.20, -0.75, -1.55, -0.87, -0.21, 2.25, 0.21, -0.52, -1.33, -0.69, -1.12, 2.24, 0.49, 0.41, 0.41, 0.62, 0.44, 0.42, 0.47, 0.46, 0.38, 0.59, -0.24, -0.40, 0.12, -0.64, -0.57, -0.52, -0.45, 0.07, -0.13, 0.37, 0.29, 0.36, 0.33, -2.02, 2.47, -1.40, -1.74, -0.27, -2.69, 0.48, 1.19, 2.19, -1.24, -1.79, -1.62, 1.13, 2.06, -1.71, -1.34, -1.84, 0.40, 0.39, 0.36, 0.61, 0.20, -0.02, 0.46, 0.08, 0.38, 0.00, 0.51, 0.04, 0.08, 0.37, 0.48, 0.09, 0.45, 0.30, 0.18, 0.42, 0.30, 0.06, 0.16, 0.56, 0.36, 0.45, 0.11, 0.39, -0.10, -0.41, -0.65, -0.59, -0.16, 0.49, 0.36, 0.40, -1.94, 0.59, -0.88, 1.33, -1.23, 0.02, 0.56, 0.00, 1.61, 1.88, -1.72, -1.31, -1.59, 0.42, 0.32, 0.37, 0.31, 0.46, 0.00, -0.15, -0.77, 0.09, 0.34, 0.24, 0.54, 0.11, 0.45, 0.02, -0.34, 0.05, 0.67]}



{"formula": "C17H26BNO5", "method": "ωB97M-V/def2-TZVPD", "de_lowest_ev": 0.000, "lumo_ev": 0.6221, "gap_ev": 9.4, "smiles": "COC(=O)C(C)(C)COc1ccc(B2OC(C)(C)C(C)(C)O2)cn1", "species": ["C", "O", "C", "O", "C", "C", "C", "C", "O", "C", "C", "C", "C", "B", "O", "C", "C", "C", "C", "C", "C", "O", "C", "N", "H", "H", "H", "H", "H", "H", "H", "H", "H", "H", "H", "H", "H", "H", "H", "H", "H", "H", "H", "H", "H", "H", "H", "H", "H", "H"], "xyz": [[4.61123, 5.53355, 2.08466], [3.56638, 5.29003, 1.20657], [3.88529, 4.27707, 0.35304], [4.89911, 3.63769, 0.42751], [2.86965, 4.04805, -0.79918], [2.23985, 5.41499, -1.14582], [3.63365, 3.50324, -2.00289], [1.73903, 3.04302, -0.43990], [2.32378, 1.77494, -0.23066], [1.32855, 0.80783, -0.14159], [1.74901, -0.53005, 0.13149], [0.78901, -1.52695, 0.05938], [-0.51703, -1.22265, -0.16641], [-1.63837, -2.32027, -0.02932], [-1.30943, -3.61786, 0.41077], [-2.60345, -4.15945, 0.76012], [-2.89885, -3.70168, 2.16703], [-2.61171, -5.68698, 0.57080], [-3.57040, -3.35895, -0.23176], [-5.04677, -3.21431, 0.18745], [-3.40370, -3.98383, -1.66054], [-2.99854, -2.03430, -0.29153], [-0.82244, 0.10585, -0.41239], [0.02478, 1.12398, -0.32982], [4.26624, 6.26950, 2.80180], [4.86497, 4.59395, 2.55620], [5.47663, 5.97078, 1.58972], [3.05344, 6.14067, -1.28391], [1.66807, 5.32542, -2.07277], [1.57249, 5.74681, -0.35556], [4.16828, 2.58952, -1.72726], [4.39599, 4.22965, -2.28257], [3.02647, 3.30630, -2.87016], [1.00849, 2.92133, -1.25903], [1.17894, 3.34137, 0.47238], [2.76681, -0.76732, 0.25519], [1.04741, -2.55699, 0.23303], [-3.84472, -4.05621, 2.56300], [-2.92727, -2.61516, 2.18842], [-2.11370, -3.95167, 2.88740], [-1.78294, -5.92357, -0.09875], [-3.54191, -6.07555, 0.15713], [-2.47037, -6.16211, 1.55687], [-5.50306, -4.17189, 0.18784], [-5.55311, -2.57322, -0.52129], [-5.16914, -2.69641, 1.14697], [-3.73234, -3.31783, -2.46791], [-2.34417, -4.16747, -1.83827], [-3.89714, -4.95511, -1.71148], [-1.85299, 0.35226, -0.58399]], "mulliken_charge": [-0.73, -0.32, 0.15, -0.57, 2.43, -1.94, -1.89, -1.11, -0.21, 0.25, -0.79, -0.33, 0.28, 1.02, -0.55, 1.56, -1.93, -1.65, 1.12, -1.76, -1.59, -0.55, -0.80, -0.35, 0.24, 0.32, 0.30, 0.44, 0.46, 0.36, 0.34, 0.46, 0.42, 0.51, 0.42, 0.47, 0.46, 0.38, 0.39, 0.45, 0.36, 0.34, 0.38, 0.37, 0.47, 0.37, 0.37, 0.35, 0.35, 0.49]}



M
In order: 508.57; 374.46; 1084.98; 335.21
Unit: Da